Computed, not measured: C18H24CuF6N5O6S2 as an isolated structure at a distorted geometry, with ωB97M-V/def2-TZVPD.

The geometry in XYZ format:
```
62
Properties=species:S:1:pos:R:3
Cu 0.09 0.38 0.25
C 0.22 4.21 0.54
F 0.62 5.25 -0.15
F -0.61 4.59 1.48
F -0.39 3.36 -0.28
S 1.72 3.35 1.31
O 2.69 3.20 0.24
O 2.05 4.19 2.43
N 1.03 1.89 1.75
S 1.39 1.66 3.29
O 2.78 1.72 3.67
O 0.47 2.32 4.19
C 0.90 -0.18 3.41
F -0.42 -0.31 3.38
F 1.40 -0.89 2.39
F 1.39 -0.67 4.53
C 1.02 -3.40 -0.19
C -0.42 -3.08 0.12
O -0.79 -1.93 0.34
N -1.28 -4.13 0.10
C -2.72 -3.98 0.19
H 1.23 -4.47 -0.14
H 1.61 -2.86 0.56
H 1.36 -3.04 -1.16
H -0.80 -5.00 0.26
H -3.18 -4.94 0.38
H -3.03 -3.59 -0.78
H -3.06 -3.23 0.90
C 4.12 0.18 0.80
C 3.38 -0.39 -0.38
O 2.15 -0.39 -0.47
N 4.15 -0.90 -1.37
C 3.69 -1.51 -2.61
H 4.32 -0.54 1.59
H 3.57 0.99 1.27
H 5.07 0.57 0.43
H 5.14 -0.80 -1.25
H 2.79 -1.03 -2.98
H 3.56 -2.59 -2.51
H 4.49 -1.29 -3.32
N -2.12 0.75 0.94
C -3.15 0.09 0.37
C -4.45 0.24 0.83
C -4.72 1.14 1.86
C -3.68 1.85 2.40
C -2.41 1.57 1.95
H -2.96 -0.65 -0.39
H -5.28 -0.39 0.52
H -5.74 1.29 2.19
H -3.89 2.60 3.15
H -1.57 2.06 2.44
N -0.81 0.60 -1.92
C -1.40 1.66 -2.51
C -1.63 1.69 -3.88
C -1.28 0.60 -4.65
C -0.64 -0.47 -4.06
C -0.44 -0.42 -2.68
H -1.69 2.49 -1.89
H -2.17 2.53 -4.30
H -1.44 0.57 -5.72
H -0.28 -1.28 -4.67
H 0.07 -1.23 -2.18
```

The value obtained for the HOMO-LUMO gap is 8.005 eV. The calculation puts the energy above the lowest of the compared OMol25 structures with the same formula, charge and spin at 3.2 kcal per mole. For the LUMO energy, the calculation gives 0.2 eV. The calculation puts the largest force on an atom at 2.5 eV/Å. The value obtained for the total energy is -121406.279 eV.

=====

Computed, not measured: a 2-piece molecular cluster, C18H24FINO4 overall at a distorted geometry, with ωB97M-V/def2-TZVPD.

The geometry in XYZ format:
```
49
Properties=species:S:1:pos:R:3
C 1.80 -1.70 0.62
C 2.04 -2.04 -0.93
C 2.34 -0.77 -1.89
C 2.04 -3.37 -1.52
C 0.80 -4.09 -2.22
C -0.56 -4.07 -1.37
C -1.60 -2.91 -1.85
C -3.04 -3.54 -2.29
C -1.84 -1.97 -0.57
C -2.22 -0.45 -0.90
N -1.12 0.33 -1.57
F -1.11 0.08 -2.93
C -1.47 1.81 -1.47
I 0.05 2.86 -0.27
C -1.57 2.47 -2.93
O -0.52 2.98 -3.47
O -2.78 2.56 -3.61
H 2.76 -1.55 1.23
H 1.10 -2.49 1.09
H 1.20 -0.71 0.66
H 3.39 -0.34 -1.66
H 1.56 0.07 -1.75
H 2.36 -1.07 -3.01
H 3.04 -3.95 -1.48
H 0.65 -3.64 -3.28
H 1.10 -5.19 -2.40
H -1.05 -5.11 -1.50
H -0.33 -3.99 -0.24
H -1.15 -2.38 -2.75
H -2.97 -4.69 -2.42
H -3.45 -3.04 -3.25
H -3.79 -3.38 -1.44
H -0.85 -1.93 0.03
H -2.64 -2.42 0.13
H -3.24 -0.33 -1.44
H -2.38 0.07 0.13
H -2.46 1.96 -0.91
C 1.72 5.80 3.69
C 2.16 4.61 3.29
C 1.80 3.38 4.02
O 2.20 2.29 3.66
C 0.94 3.52 5.21
C 0.49 4.71 5.61
C 0.85 5.94 4.88
O 0.45 7.03 5.25
H 1.97 6.72 3.17
H 2.79 4.49 2.42
H 0.68 2.60 5.74
H -0.14 4.83 6.48
```

The net charge is -1. The value obtained for the HOMO-LUMO gap is 4.463 eV. The calculation puts the energy above the lowest of the compared OMol25 structures with the same formula, charge and spin at 56.5 kcal per mole. For the LUMO energy, the calculation gives 0.1 eV. The calculation puts the largest force on an atom at 6.3 eV/Å. The value obtained for the total energy is -39544.926 eV.